(1)
Density functional theory data (ωB97M-V/def2-TZVPD) for a cluster of 2 separate species, C5H12NO in total in a non-equilibrium geometry.

XYZ file:
```
19
C5H12NO | the Open Molecules 2025 dataset | ωB97M-V/def2-TZVPD
C 1.46 1.16 0.90
C -1.02 -0.80 0.94
C -1.38 1.26 -0.73
C 0.91 -1.66 -0.99
C -0.70 0.06 -0.25
N 0.20 -0.40 -1.05
O 2.01 1.58 1.99
H 2.15 1.56 0.10
H -1.62 -0.27 1.67
H -0.20 -1.11 1.56
H -1.76 -1.57 0.70
H -0.70 2.03 -1.06
H -2.09 1.57 0.10
H -2.24 1.16 -1.51
H 0.27 -2.40 -0.43
H 1.15 -1.98 -2.13
H 1.88 -1.66 -0.53
H 1.42 1.21 2.61
H 0.29 0.26 -1.88
```

Summary:
Orbital gap: 9.152 eV
ΔE to the lowest compared entry with this formula, charge and spin: 3.946 eV
Molecular weight: 102.16 u
E_tot: -8906.6834 eV
LUMO energy: -3.97 eV
Net charge: +1

In the natural (NBO) picture, each atom carries the following charge in e: 0.053, -0.738, -0.744, -0.449, 0.538, -0.468, -0.568, 0.089, 0.260, 0.267, 0.275, 0.264, 0.267, 0.296, 0.240, 0.254, 0.239, 0.502, 0.423

(2)
Density functional theory data (ωB97M-V/def2-TZVPD) for an isolated molecule of C5H10O3S in a non-equilibrium geometry.

XYZ file:
```
19
C5H10O3S | the Open Molecules 2025 dataset | ωB97M-V/def2-TZVPD
C -0.61 -0.84 -0.06
C 1.54 -1.19 0.49
C 1.54 0.09 -0.30
C 0.20 -1.27 1.15
C -2.65 1.00 -1.26
O -2.13 0.79 1.33
O 0.16 0.14 -0.73
O -0.84 -1.95 -0.90
S -2.36 -0.11 0.22
H 1.59 -2.03 -0.23
H 2.34 -1.39 1.30
H 1.78 1.00 0.24
H 2.09 0.09 -1.23
H -0.04 -2.37 1.43
H -0.04 -0.74 2.07
H -3.56 0.56 -1.66
H -2.56 2.11 -0.99
H -1.68 0.82 -1.83
H -1.42 -1.62 -1.67
```

Summary:
Orbital gap: 9.309 eV
ΔE to the lowest compared entry with this formula, charge and spin: 2.245 eV
Molecular weight: 150.20 u
E_tot: -22322.6129 eV
LUMO energy: 0.64 eV

In the natural (NBO) picture, each atom carries the following charge in e: 0.358, -0.442, -0.068, -0.466, -0.852, -0.994, -0.556, -0.729, 1.204, 0.226, 0.229, 0.183, 0.192, 0.235, 0.255, 0.230, 0.271, 0.250, 0.473

(3)
Density functional theory data (ωB97M-V/def2-TZVPD) for a structure of composition C11H26N4OPtSSe2.

XYZ file:
```
46
C11H26N4OPtSSe2 | the Open Molecules 2025 dataset | ωB97M-V/def2-TZVPD
Pt -1.02 -0.50 -1.26
C -3.26 -1.98 -3.49
Se -3.00 -1.79 -1.59
C -4.30 -0.40 -1.20
C -4.07 0.83 -2.04
Se -2.25 1.53 -1.81
C -1.91 1.94 -3.68
H -4.22 -2.47 -3.63
H -2.46 -2.62 -3.86
H -3.23 -1.02 -4.00
H -4.18 -0.23 -0.13
H -5.30 -0.81 -1.37
H -4.76 1.63 -1.74
H -4.20 0.65 -3.10
H -2.68 2.63 -4.01
H -1.91 1.03 -4.27
H -0.94 2.43 -3.72
C -1.12 -2.84 2.74
S -0.52 -1.31 2.08
C -0.89 -0.23 3.44
O -1.53 -0.90 0.99
H -0.50 -3.11 3.60
H -1.01 -3.60 1.97
H -2.16 -2.73 3.03
H -0.30 -0.54 4.30
H -1.96 -0.30 3.66
H -0.62 0.78 3.14
C 4.00 1.50 2.57
C 4.48 0.71 1.36
C 4.06 -0.75 1.44
C 4.05 1.35 0.04
N 2.60 1.22 -0.21
C 1.94 0.29 -0.89
N 0.65 0.58 -0.81
N 0.55 1.70 -0.05
N 1.71 2.08 0.30
H 4.36 1.03 3.49
H 2.91 1.53 2.62
H 4.36 2.53 2.55
H 5.57 0.75 1.33
H 2.97 -0.85 1.53
H 4.49 -1.23 2.31
H 4.38 -1.33 0.56
H 4.55 0.89 -0.81
H 4.25 2.42 0.02
H 2.39 -0.53 -1.42
```

Summary:
Orbital gap: 7.180 eV
ΔE to the lowest compared entry with this formula, charge and spin: 1.482 eV
Molecular weight: 615.42 u
E_tot: -164595.0641 eV
LUMO energy: -7.82 eV
Net charge: +2

In the natural (NBO) picture, each atom carries the following charge in e: 0.624, -0.792, 0.616, -0.584, -0.586, 0.627, -0.774, 0.261, 0.264, 0.227, 0.264, 0.272, 0.272, 0.240, 0.255, 0.238, 0.260, -0.817, 1.227, -0.817, -1.050, 0.264, 0.256, 0.253, 0.262, 0.255, 0.260, -0.613, -0.236, -0.619, -0.210, -0.148, 0.213, -0.411, -0.045, 0.009, 0.234, 0.198, 0.230, 0.238, 0.184, 0.246, 0.213, 0.230, 0.251, 0.258

Please write out number 2 again, unchanged.
Density functional theory data (ωB97M-V/def2-TZVPD) for an isolated molecule of C5H10O3S in a non-equilibrium geometry.

XYZ file:
```
19
C5H10O3S | the Open Molecules 2025 dataset | ωB97M-V/def2-TZVPD
C -0.61 -0.84 -0.06
C 1.54 -1.19 0.49
C 1.54 0.09 -0.30
C 0.20 -1.27 1.15
C -2.65 1.00 -1.26
O -2.13 0.79 1.33
O 0.16 0.14 -0.73
O -0.84 -1.95 -0.90
S -2.36 -0.11 0.22
H 1.59 -2.03 -0.23
H 2.34 -1.39 1.30
H 1.78 1.00 0.24
H 2.09 0.09 -1.23
H -0.04 -2.37 1.43
H -0.04 -0.74 2.07
H -3.56 0.56 -1.66
H -2.56 2.11 -0.99
H -1.68 0.82 -1.83
H -1.42 -1.62 -1.67
```

Summary:
Orbital gap: 9.309 eV
ΔE to the lowest compared entry with this formula, charge and spin: 2.245 eV
Molecular weight: 150.20 u
E_tot: -22322.6129 eV
LUMO energy: 0.64 eV

In the natural (NBO) picture, each atom carries the following charge in e: 0.358, -0.442, -0.068, -0.466, -0.852, -0.994, -0.556, -0.729, 1.204, 0.226, 0.229, 0.183, 0.192, 0.235, 0.255, 0.230, 0.271, 0.250, 0.473